Entry 1:
Molecular formula: C56H53F3N11O5S6Ti
Method: DFT, wB97M-V/def2-TZVPD

Results
2S+1: 3
⟨S²⟩: 2.01
Relative energy (zero: lowest compared OMol25 entry of this formula, charge and spin), kJ/mol: 95.7
E_tot, eV: -181825.0513
Charge: +1

XYZ file:
```
135
Properties=species:S:1:pos:R:3:forces:R:3:mulliken_spin:R:1
Ti -0.1415 -0.2371 0.2057 1.1380 1.0128 -0.1103 0.012
S -1.3711 -1.8233 -3.5787 -0.0187 -0.3094 0.5958 0.808
C -2.0441 -3.3842 -3.2639 0.2187 0.4022 -0.6103 0.192
N -2.3051 -4.2806 -4.2476 -0.0775 -0.1357 -0.0884 0.164
C -2.7189 -5.6194 -3.8489 0.1470 0.1931 -0.0648 0.006
C -3.6762 -5.5066 -2.6890 0.0317 0.1554 0.1690 0.008
N -3.0582 -4.7456 -1.6077 -0.1596 -0.2623 0.1257 0.155
C -3.4550 -5.1238 -0.2521 0.2150 -0.0036 -0.2905 -0.006
C -2.7854 -6.4097 0.1756 0.0406 0.0171 0.0179 -0.002
C -3.5315 -7.5244 0.5322 0.0022 -0.0582 0.0502 0.000
C -2.9013 -8.7013 0.9305 0.0141 0.0824 -0.0279 0.001
C -1.5170 -8.7670 0.9625 -0.0169 0.0563 -0.0167 0.000
C -0.7627 -7.6549 0.5954 -0.0449 -0.0074 -0.0073 0.000
C -1.3925 -6.4841 0.2048 -0.0065 0.0110 0.0137 0.014
C -2.3058 -3.6505 -1.9161 -0.4315 -0.8068 0.0647 0.101
S -1.7138 -2.5990 -0.7177 -0.2114 0.0039 -0.6580 0.514
C -2.0858 -4.0216 -5.6712 -0.1142 0.0240 0.2343 0.001
C -3.3808 -4.0272 -6.4485 -0.0065 0.0114 0.0337 -0.001
C -4.3041 -3.0011 -6.2519 -0.0372 0.0102 0.0250 0.008
C -5.5042 -2.9973 -6.9447 0.0260 -0.0574 -0.0204 0.001
C -5.7932 -4.0201 -7.8447 0.0394 0.0113 0.0317 0.002
C -4.8803 -5.0449 -8.0436 0.0526 0.0468 0.0537 0.000
C -3.6762 -5.0469 -7.3432 -0.0688 -0.0022 -0.0645 0.001
H -1.8453 -6.2121 -3.5548 0.0061 -0.0270 -0.0208 0.000
H -3.2042 -6.1058 -4.6941 -0.0260 0.0304 -0.0221 -0.001
H -3.9230 -6.4995 -2.3153 0.0108 -0.0203 0.0494 -0.002
H -4.6001 -5.0159 -3.0176 -0.0144 -0.0158 0.0101 0.001
H -4.5407 -5.2402 -0.2277 -0.0416 0.0229 0.0132 0.001
H -3.1904 -4.3074 0.4151 0.0153 0.0723 0.0685 -0.002
H -4.6160 -7.4736 0.5056 0.0554 -0.0050 0.0128 -0.001
H -3.4938 -9.5623 1.2144 0.0169 0.0269 -0.0197 0.000
H -1.0237 -9.6796 1.2725 -0.0095 0.0206 -0.0108 0.000
H 0.3197 -7.7045 0.6207 -0.0404 -0.0036 0.0027 0.000
H -0.8109 -5.6085 -0.0727 -0.0268 -0.0549 0.0132 -0.007
H -1.4016 -4.7741 -6.0693 0.0266 -0.0582 0.0007 0.005
H -1.5989 -3.0518 -5.7684 0.0416 0.0082 0.0573 -0.008
H -4.0751 -2.2022 -5.5512 -0.0057 -0.0601 -0.0453 -0.003
H -6.2147 -2.1945 -6.7891 0.0253 -0.0285 -0.0128 0.000
H -6.7280 -4.0127 -8.3914 0.0250 -0.0046 0.0219 0.000
H -5.0998 -5.8412 -8.7442 0.0081 0.0245 0.0297 0.000
H -2.9589 -5.8465 -7.5021 -0.0301 0.0388 -0.0012 0.000
N -0.7884 1.2702 1.3277 -0.1737 0.1303 1.1184 -0.001
S -0.3575 2.0411 2.5133 0.3796 0.3206 -0.7386 0.001
N 0.3977 3.4622 2.1860 0.0121 -0.2138 0.1798 0.000
S 1.8756 3.7290 1.7994 -0.0218 0.1308 -0.1227 0.000
N 2.6833 2.9036 0.8029 -0.1626 -0.3619 -0.3281 0.000
S 1.9394 1.9602 -0.4644 0.2235 -0.0834 0.3686 0.002
N 1.5280 0.7180 0.2845 0.0931 0.8832 -0.3055 0.003
C 3.4797 1.7799 -1.3552 0.0324 0.0273 0.0109 0.000
C 4.4538 1.0762 -0.6632 0.0413 0.0529 -0.0731 0.000
C 5.6674 0.8283 -1.2865 0.0403 -0.0264 0.0013 0.000
C 5.8923 1.2797 -2.5806 -0.0052 -0.0012 0.0005 0.000
C 4.8976 1.9703 -3.2609 0.0070 0.0024 0.0119 0.000
C 3.6743 2.2211 -2.6543 0.0044 -0.0735 0.0120 0.000
C 1.0301 3.3828 -1.1429 0.0805 0.0603 -0.1997 -0.001
C 1.7953 4.4708 -1.5613 -0.0908 -0.1258 0.0767 0.000
C 1.1582 5.5747 -2.1055 -0.0233 0.0009 -0.0087 0.000
C -0.2265 5.5966 -2.2011 -0.0030 -0.0038 -0.0070 0.000
C -0.9724 4.5188 -1.7441 -0.0635 0.0874 -0.0316 0.000
C -0.3522 3.3944 -1.2212 0.1409 0.0261 0.0607 0.001
C 2.9651 3.8202 3.1936 -0.0375 -0.0058 0.1007 0.000
C 2.4994 4.4573 4.3340 0.0946 0.0082 0.0731 0.000
C 3.3530 4.5804 5.4184 -0.0435 0.0080 0.0164 0.000
C 4.6496 4.0852 5.3422 0.0146 0.0154 0.0687 0.000
C 5.1007 3.4644 4.1869 -0.0079 -0.0215 -0.0487 0.000
C 4.2534 3.3218 3.0965 0.0893 -0.0054 0.1166 0.000
C 1.7490 5.4529 1.3569 0.0565 0.0592 -0.0557 0.000
C 2.9459 6.1084 1.0814 -0.0722 0.0289 -0.0346 0.000
C 2.9043 7.4412 0.7113 0.0147 0.0038 -0.0019 0.000
C 1.6810 8.1005 0.6192 0.0518 0.0102 -0.0058 0.000
C 0.5000 7.4293 0.8912 -0.0370 -0.0592 0.0238 0.000
C 0.5228 6.0898 1.2673 0.0708 0.0824 -0.0275 0.000
C -1.7641 2.7105 3.3507 -0.1322 0.0886 0.0041 0.000
C -1.6755 3.8144 4.1955 -0.0512 -0.0346 -0.1306 0.000
C -2.8300 4.2931 4.7869 -0.0485 -0.0017 0.0177 0.000
C -4.0535 3.6862 4.5162 -0.0052 -0.0025 -0.0014 0.000
C -4.1270 2.6102 3.6452 -0.0432 -0.0117 0.0146 0.000
C -2.9757 2.1079 3.0522 -0.0078 -0.0102 0.1390 0.000
C 0.7454 1.3664 3.7874 -0.3951 0.0245 0.2247 0.000
C 0.4505 1.5886 5.1327 0.0156 -0.1437 -0.2496 0.000
C 1.3548 1.1881 6.0980 0.1004 -0.0307 0.0547 0.000
C 2.5378 0.5587 5.7313 -0.0405 0.0015 0.0113 0.000
C 2.8026 0.3190 4.3930 0.0684 -0.0379 -0.0542 0.000
C 1.9103 0.7189 3.4061 -0.0421 0.0541 -0.0076 0.000
H 4.2574 0.7232 0.3425 0.0019 0.0306 -0.0421 0.000
H 6.4409 0.2841 -0.7578 -0.0266 0.0176 -0.0241 0.000
H 6.8434 1.0873 -3.0624 -0.0449 0.0122 0.0209 0.000
H 5.0680 2.3108 -4.2745 -0.0055 -0.0151 0.0249 0.000
H 2.8823 2.7197 -3.1972 0.0433 -0.0186 0.0540 0.000
H 2.8715 4.4679 -1.4511 -0.0178 -0.0251 -0.0056 0.000
H 1.7475 6.4217 -2.4378 -0.0362 -0.0574 0.0039 0.000
H -0.7251 6.4570 -2.6306 0.0128 -0.0225 0.0268 0.000
H -2.0530 4.5364 -1.8123 0.0285 0.0141 0.0079 0.000
H -0.9345 2.5549 -0.8824 -0.0010 -0.0776 -0.0195 -0.001
H 1.4944 4.8612 4.3677 0.0300 -0.0357 -0.0027 0.000
H 3.0083 5.0678 6.3213 0.0136 -0.0140 -0.0199 0.000
H 5.3141 4.1877 6.1920 -0.0359 0.0077 -0.0434 0.000
H 6.1154 3.0909 4.1305 -0.0379 0.0002 0.0063 0.000
H 4.5734 2.8360 2.1848 -0.0113 0.0177 0.0312 0.000
H 3.8931 5.5820 1.1453 -0.0742 0.0201 0.0131 0.000
H 3.8251 7.9690 0.4956 -0.0389 -0.0197 0.0131 0.000
H 1.6543 9.1458 0.3350 0.0027 -0.0561 0.0038 0.000
H -0.4493 7.9441 0.8084 0.0336 -0.0259 0.0134 0.000
H -0.3885 5.5462 1.4745 0.0289 0.0182 -0.0022 0.000
H -0.7271 4.3038 4.3654 0.0225 -0.0509 0.0175 0.000
H -2.7791 5.1445 5.4531 -0.0081 -0.0089 -0.0193 0.000
H -4.9554 4.0634 4.9837 0.0454 -0.0041 -0.0337 0.000
H -5.0835 2.1545 3.4213 0.0477 0.0112 0.0222 0.000
H -3.0112 1.2666 2.3718 0.0163 0.0372 0.0185 -0.001
H -0.4852 2.0253 5.4387 -0.0676 0.0602 -0.0283 0.000
H 1.1267 1.3595 7.1427 0.0057 -0.0308 -0.0319 0.000
H 3.2392 0.2384 6.4915 -0.0046 0.0205 -0.0266 0.000
H 3.7184 -0.1832 4.1026 -0.0441 0.0136 0.0230 0.000
H 2.1221 0.5385 2.3606 -0.0414 0.0259 0.0051 0.000
N 2.0720 -3.1365 0.0236 -0.2239 0.2859 -0.0355 0.001
N 2.5198 -2.7743 -1.2487 0.1306 -0.1388 0.0210 0.001
C 1.9651 -1.6695 -1.8425 0.2478 -0.2106 -0.3894 -0.015
N 2.5817 -1.2636 -2.9815 0.0149 -0.0647 -0.0645 0.006
N 0.9567 -1.0867 -1.3153 -0.7509 0.5691 0.2321 0.027
N 0.3696 0.0243 -2.0832 0.4733 0.3527 -1.1579 0.004
O -0.8275 0.4028 -1.3233 0.4435 -0.1710 -0.3132 -0.010
O 1.1977 1.0661 -2.2819 -0.6963 -0.7775 0.7221 0.008
H 2.5122 -2.5837 0.7493 0.0919 -0.1065 0.0757 0.000
H 2.2011 -4.1245 0.1704 -0.0382 -0.0384 -0.0115 -0.001
H 3.5056 -2.8884 -1.4377 0.0563 0.1008 0.0078 0.000
H 3.0502 -1.9699 -3.5236 -0.0495 -0.0151 -0.0291 0.001
H 2.1409 -0.5148 -3.4932 0.0103 0.0659 0.0687 0.001
F -2.8919 -3.3238 3.1179 -0.1068 -0.1424 0.0870 0.000
C -1.5935 -3.0463 3.0992 0.0781 0.0340 -0.0414 -0.007
F -0.9748 -3.8935 2.2882 -0.0241 -0.0619 -0.1134 -0.002
F -1.0898 -3.1876 4.3201 -0.0276 -0.0913 0.0523 0.000
S -1.3943 -1.2894 2.5611 0.1700 -0.4685 -0.1275 0.008
O -0.0371 -1.3524 1.8451 -1.1918 -0.2177 0.9775 0.000
O -1.3934 -0.5702 3.8007 0.1500 0.0798 -0.2702 0.001
O -2.4394 -1.0111 1.5976 0.5131 -0.0420 0.4262 0.009
```
Forces are in eV/Å.

Entry 2:
Molecular formula: C56H54AsHfN4O2S3Se
Method: DFT, wB97M-V/def2-TZVPD

Results
Relative energy (zero: lowest compared OMol25 entry of this formula, charge and spin), kJ/mol: 94.2
E_tot, eV: -229000.0655
Charge: +1

XYZ file:
```
122
Properties=species:S:1:pos:R:3:forces:R:3:mulliken_charge:R:1
Hf 0.5957 0.1005 0.9203 0.5509 -0.0288 -0.0527 -0.263
C -1.6257 2.5762 2.1411 0.1166 0.0287 -0.1135 -1.693
N -1.2539 1.2710 1.5792 -0.1427 -0.0397 0.1687 0.309
C -2.1451 0.3363 1.7168 -0.1445 -0.1743 -0.0807 0.385
C -1.9992 -0.9649 1.1802 -0.0867 0.1567 -0.0040 -0.164
C -2.8320 -2.0632 1.3365 -0.0704 -0.1912 -0.0599 -1.122
C -2.2431 -3.1106 0.6174 -0.0672 0.0207 0.0509 -1.341
C -1.0754 -2.6028 0.0633 -0.0088 0.0810 -0.0548 -0.400
N -0.9094 -1.3027 0.3856 -0.4703 -0.1086 0.2148 1.370
C -0.5934 3.3432 2.9403 -0.0173 -0.0563 0.0396 0.599
C -1.0441 4.4242 3.6975 -0.0176 -0.0034 0.0099 -0.750
C -0.1561 5.2110 4.4154 0.0292 -0.0436 -0.0347 -0.667
C 1.2050 4.9234 4.3942 -0.0398 -0.0091 -0.0346 -0.660
C 1.6604 3.8457 3.6506 -0.0232 0.0579 0.0366 -1.001
C 0.7632 3.0696 2.9298 -0.0874 0.0542 -0.0277 0.687
H -2.5012 2.4352 2.7772 -0.0718 0.0204 0.0149 0.636
H -1.9516 3.2129 1.3111 0.0182 0.0299 -0.0666 0.251
H -3.0589 0.5155 2.2819 -0.0038 0.1119 0.0123 0.387
H -3.7522 -2.0805 1.9020 0.0310 -0.0188 -0.0547 0.566
H -2.6094 -4.1187 0.5047 0.0022 0.0462 0.0063 0.490
H -0.3560 -3.1147 -0.5561 0.0299 -0.0113 -0.0007 0.665
H -2.1065 4.6475 3.7308 0.0417 -0.0003 0.0025 0.443
H -0.5267 6.0401 5.0051 -0.0013 -0.0123 -0.0077 0.464
H 1.9006 5.5292 4.9618 -0.0264 -0.0179 -0.0068 0.441
H 2.7158 3.5986 3.6325 -0.0383 -0.0014 -0.0084 0.484
H 1.1458 2.2407 2.3579 0.1016 -0.0440 0.0847 0.407
S -1.3338 1.5231 -1.6820 0.0340 -0.0447 0.2251 -0.133
C -0.8478 1.1244 -3.2075 0.3760 -0.2288 -0.0277 -0.133
N -1.4533 1.5498 -4.3154 -0.0947 0.0388 -0.2056 0.173
C -1.0282 1.1113 -5.6447 -0.1504 0.0301 0.1614 -0.626
C 0.4631 1.0420 -5.6788 0.2052 -0.0762 0.0877 -0.830
N 0.9341 0.1655 -4.6045 0.0659 0.0416 -0.2004 0.433
C 2.0637 -0.7101 -4.9566 -0.0076 0.1473 0.0281 -0.159
C 1.6612 -1.7249 -5.9950 -0.0429 -0.0275 0.0033 0.379
C 2.3913 -1.8747 -7.1664 -0.0097 -0.0093 -0.0150 -0.312
C 2.0208 -2.8295 -8.1070 -0.0338 0.0029 0.0279 -0.684
C 0.9118 -3.6312 -7.8811 0.0246 0.0210 0.0270 -0.412
C 0.1761 -3.4826 -6.7099 0.0189 0.0121 -0.0172 -0.795
C 0.5504 -2.5352 -5.7701 -0.0165 -0.0452 0.0110 -0.200
C 0.3763 0.1886 -3.3967 -0.3757 0.1696 0.1179 -0.779
S 0.9366 -0.7314 -2.1331 -0.0215 0.0240 -0.1454 0.614
C -2.5651 2.5161 -4.2724 0.0070 -0.0445 -0.0529 -2.083
C -2.0511 3.9165 -4.5019 0.0577 -0.0011 -0.0134 0.661
C -2.0241 4.4676 -5.7798 -0.0382 0.0507 0.0000 -0.327
C -1.4701 5.7238 -5.9976 -0.0023 -0.0165 0.0411 -0.726
C -0.9372 6.4412 -4.9355 -0.0196 -0.0559 0.0224 -0.614
C -0.9784 5.9056 -3.6527 -0.0139 -0.0280 -0.0450 -0.528
C -1.5360 4.6533 -3.4355 0.0479 0.0365 0.0304 0.026
H -1.3746 1.8400 -6.3717 -0.0414 0.0463 -0.0162 0.398
H -1.4720 0.1414 -5.8840 -0.0184 -0.0251 0.0108 0.293
H 0.8893 2.0417 -5.5565 0.0507 0.0236 -0.0050 0.291
H 0.8049 0.6300 -6.6261 0.0034 -0.0393 -0.0035 0.512
H 2.4064 -1.1974 -4.0493 0.0034 -0.0142 0.0683 -0.654
H 2.8758 -0.0808 -5.3304 -0.0207 0.0291 -0.0414 0.455
H 3.2575 -1.2456 -7.3452 -0.0296 -0.0204 0.0019 0.411
H 2.5959 -2.9411 -9.0172 -0.0067 -0.0005 0.0166 0.416
H 0.6218 -4.3744 -8.6125 0.0005 0.0170 0.0082 0.406
H -0.6859 -4.1120 -6.5267 0.0250 0.0101 -0.0070 0.432
H -0.0128 -2.4349 -4.8467 0.0288 0.0063 -0.0378 0.506
H -3.0425 2.4227 -3.3030 -0.0654 0.0022 0.0232 0.702
H -3.2787 2.2285 -5.0453 0.0212 -0.0131 -0.0271 0.599
H -2.4655 3.9277 -6.6123 0.0333 0.0104 0.0393 0.448
H -1.4643 6.1449 -6.9950 -0.0005 -0.0108 0.0212 0.401
H -0.5069 7.4206 -5.1043 -0.0167 -0.0331 0.0111 0.409
H -0.5827 6.4675 -2.8156 0.0025 0.0099 0.0005 0.499
H -1.5789 4.2378 -2.4337 0.0090 0.0446 -0.1028 0.487
O 3.2243 0.9042 1.7576 0.0257 0.4759 0.0687 -0.418
H 4.1871 0.9299 1.7103 0.0064 -0.1598 0.0384 0.212
H 2.9726 0.5226 2.6221 0.0238 -0.1472 -0.0681 0.104
Se 0.9589 -0.6949 3.1855 0.1154 0.0698 -0.1424 -0.548
C 0.2969 8.1054 1.3845 0.0244 -0.0643 0.0029 -1.525
C 0.8533 6.7897 0.9113 -0.0348 0.0536 0.0165 0.842
C 2.2211 6.5380 0.9360 0.0214 0.0191 0.0315 -0.968
C 2.7292 5.3103 0.5347 -0.0111 0.0647 0.0768 -1.113
C 1.8478 4.3432 0.0876 -0.0929 -0.0047 -0.0308 0.597
C 0.4770 4.5625 0.0392 0.0139 0.0999 -0.0140 -0.005
C -0.0085 5.7866 0.4564 -0.0244 -0.0052 -0.0192 -0.412
S 2.5161 2.7915 -0.4016 0.2003 -0.2499 0.1590 0.010
C 2.3955 2.9730 -2.1649 -0.1072 0.0439 -0.1976 -0.524
O 1.4237 1.7597 -0.1326 0.0039 0.2022 0.1417 1.095
H 1.0899 8.8202 1.5991 -0.0077 -0.0206 -0.0067 0.400
H -0.2898 7.9671 2.2954 0.0216 -0.0321 -0.0138 0.311
H -0.3646 8.5419 0.6351 0.0048 -0.0095 -0.0022 0.354
H 2.8983 7.3005 1.3015 -0.0215 -0.0075 -0.0236 0.394
H 3.7933 5.1085 0.5956 -0.0503 -0.0045 -0.0096 0.516
H -0.1899 3.7729 -0.2912 0.0289 0.0149 -0.0219 -0.103
H -1.0783 5.9693 0.4445 0.0409 -0.0003 0.0082 0.485
H 1.3363 3.0880 -2.4044 0.0552 0.0230 -0.0772 -0.096
H 2.8144 2.0768 -2.6225 -0.0362 0.0138 -0.0069 0.204
H 2.9625 3.8610 -2.4450 -0.0025 -0.0500 -0.0461 0.634
C 6.3555 -1.8680 3.3493 -0.0077 -0.0018 -0.0167 -0.546
C 6.4825 -1.4305 2.0374 -0.0600 -0.0019 -0.0229 -0.812
C 5.3874 -1.4739 1.1819 0.0846 0.0157 0.0836 -0.249
C 4.1622 -1.9499 1.6362 -0.0069 0.0757 -0.0204 0.763
C 4.0382 -2.3906 2.9466 0.0706 -0.0200 0.0352 -0.276
C 5.1351 -2.3502 3.7990 -0.0280 0.0074 0.0035 -0.890
As 2.6152 -1.9622 0.4443 0.2948 -0.1340 0.2236 1.310
C 2.0417 -3.7817 0.7310 -0.0582 0.1672 0.0619 -0.285
C 1.2303 -4.2483 1.7511 0.0199 -0.0961 0.0214 -0.097
C 0.9735 -5.6117 1.8302 0.0156 0.0089 -0.0327 -0.788
C 1.5254 -6.4801 0.8945 0.0083 0.0332 -0.0157 -0.973
C 2.3291 -5.9995 -0.1312 -0.0165 -0.0734 -0.0079 -0.484
C 2.5892 -4.6375 -0.2232 0.0982 -0.0598 -0.2156 0.432
C 3.4074 -3.9776 -1.2726 -0.0883 -0.1985 0.0380 0.010
C 4.0080 -4.6150 -2.3543 0.0223 -0.0451 -0.0298 -0.540
C 4.7311 -3.8779 -3.2806 -0.0262 0.0314 0.0300 -0.997
C 4.8550 -2.4980 -3.1427 -0.0293 -0.0382 0.0224 -0.829
C 4.2447 -1.8547 -2.0736 0.0687 -0.0566 -0.0416 -0.011
C 3.5382 -2.5969 -1.1414 -0.1256 0.1222 0.0124 -0.128
H 7.2084 -1.8425 4.0153 -0.0095 0.0066 -0.0065 0.402
H 7.4356 -1.0678 1.6733 -0.0097 0.0006 0.0055 0.433
H 5.5052 -1.1444 0.1575 0.0086 -0.0102 -0.0336 0.384
H 3.0900 -2.7590 3.3119 -0.0158 -0.0081 0.0062 0.357
H 5.0293 -2.6950 4.8201 0.0068 -0.0022 -0.0282 0.419
H 0.8000 -3.5585 2.4678 0.0000 0.0030 -0.0097 0.407
H 0.3415 -5.9951 2.6215 0.0174 0.0003 -0.0226 0.468
H 1.3251 -7.5420 0.9621 0.0072 0.0182 0.0033 0.408
H 2.7523 -6.6898 -0.8513 -0.0312 0.0123 0.0211 0.418
H 3.9120 -5.6866 -2.4799 0.0126 0.0229 -0.0024 0.426
H 5.1991 -4.3806 -4.1175 -0.0064 0.0130 0.0151 0.437
H 5.4234 -1.9290 -3.8685 -0.0087 -0.0129 0.0044 0.450
H 4.3186 -0.7769 -1.9764 0.0021 0.0087 0.0000 0.456
```
Forces are in eV/Å.

Look up the charge of the first one. +1

The lowest E_tot belongs to which entry? C56H54AsHfN4O2S3Se